287
Properties=species:S:1:pos:R:3:forces:R:3:lowdin_charge:R:1 method="wB97M-V/def2-TZVPD" energy_ev=-139382.766 multiplicity=1 lumo_ha=0.021 relative_energy_kcal_mol=103.03 homo_energy_ev=-8.20 orbital_gap_ev=8.8
C -3.353129 0.859305 2.513540 -0.16 -0.15 0.37 -0.087
O -2.300780 0.575788 1.631158 0.61 0.81 -0.07 -0.231
C -2.663046 0.359839 0.268847 0.08 -0.48 0.39 -0.166
C -1.426099 0.306189 -0.629982 0.46 1.00 0.99 -0.207
N -0.716995 -0.943808 -0.648372 1.24 0.46 0.27 -0.037
C 0.579440 -0.868752 -1.368274 0.13 -1.76 0.31 -0.152
C 1.301687 -2.263226 -1.231087 0.77 0.38 -0.99 -0.152
O 2.690486 -2.160526 -1.694047 -0.33 1.24 -0.23 -0.228
C 3.420763 -3.364767 -1.671090 -1.76 -1.18 1.22 -0.111
H -3.964294 -0.023954 2.699088 -0.03 -0.13 0.08 0.074
H -4.038497 1.660371 2.236653 0.10 0.24 -0.71 0.073
H -2.907796 1.201790 3.447606 0.09 -0.27 0.11 0.077
H -3.320561 1.184576 -0.006096 -0.17 0.00 -0.39 0.111
H -3.193887 -0.592045 0.283741 -0.40 -0.14 -0.59 0.114
H -0.742132 1.031988 -0.190097 0.15 0.29 0.16 0.106
H -1.620955 0.769020 -1.597413 -0.45 -0.36 -0.55 0.099
H -1.331262 -1.671882 -0.984059 0.05 -0.33 -0.58 0.046
H 1.287879 -0.122213 -1.009269 -0.35 0.21 0.70 0.107
H 0.487436 -0.618460 -2.425157 -0.31 -0.15 -0.35 0.095
H 0.837701 -3.015061 -1.869499 -0.34 0.02 -0.11 0.086
H 1.260915 -2.660415 -0.216855 0.10 0.27 0.30 0.102
H 2.808109 -4.155407 -2.104287 0.07 -0.21 -0.47 0.050
H 3.448412 -3.680251 -0.628109 0.69 -0.13 0.34 0.082
H 4.409281 -3.430279 -2.125671 -0.13 0.99 -0.07 0.082
C -1.060311 3.627241 -1.400772 -1.15 -0.25 -0.09 -0.133
O 0.206728 3.136629 -1.729954 -0.15 -0.73 -0.58 -0.179
C 1.173860 4.148397 -1.760058 0.36 0.62 0.32 -0.234
C 2.543273 3.603029 -2.050971 0.05 -1.48 0.72 -0.225
N 3.682352 4.437763 -1.619961 -0.55 -0.20 -0.64 -0.045
C 4.898969 3.605377 -1.690520 -0.73 0.33 -0.36 -0.185
C 6.144222 4.324475 -1.218786 -1.12 1.30 0.23 -0.271
O 7.098611 3.442793 -0.851922 1.92 -2.82 -0.29 -0.198
C 8.351864 3.998810 -0.553292 -0.19 0.53 0.85 -0.105
H -1.866026 3.007275 -1.793935 0.32 -0.58 -0.26 0.070
H -1.320376 4.584428 -1.852722 0.49 0.45 0.17 0.086
H -1.246549 3.618665 -0.326840 0.30 0.43 0.30 0.090
H 1.190052 4.597501 -0.767013 0.07 0.66 -0.06 0.129
H 0.944888 4.840039 -2.570800 -0.38 0.61 0.24 0.125
H 2.540960 3.196642 -3.062383 0.43 0.62 -0.53 0.091
H 2.612934 2.665558 -1.499257 0.04 -0.07 0.50 0.109
H 3.770035 5.163177 -2.317222 0.10 0.45 0.00 0.107
H 5.025338 3.298347 -2.728728 0.26 -0.60 -0.05 0.116
H 4.632303 2.761314 -1.054480 0.71 -0.24 -0.04 0.121
H 5.858384 4.911952 -0.346283 -0.15 0.57 0.15 0.127
H 6.581755 4.979792 -1.971935 -0.40 0.44 -0.37 0.124
H 8.753471 4.684328 -1.299544 -0.37 0.22 -0.31 0.086
H 9.150199 3.274822 -0.390168 -0.53 -0.54 -0.06 0.088
H 8.185129 4.525450 0.386360 0.56 0.48 0.19 0.092
C -5.761408 4.173176 3.478701 -0.18 0.26 0.04 -0.088
O -4.943828 5.301439 3.202598 0.18 -1.08 -0.79 -0.235
C -5.025027 6.292867 4.184419 0.65 1.38 0.02 -0.216
C -4.516044 7.646839 3.611344 -1.52 -0.66 0.65 -0.180
N -5.620153 8.308653 2.857439 1.44 -0.03 1.01 -0.039
C -5.300352 9.701747 2.492919 -0.98 -0.25 0.08 -0.196
C -6.559236 10.434442 1.986221 0.66 0.21 0.60 -0.210
O -7.417856 10.688063 3.110623 0.37 0.32 -0.84 -0.187
C -8.393153 11.691769 2.860434 -0.90 -0.79 1.29 -0.123
H -5.499679 3.274689 2.919855 0.63 0.30 -0.18 0.059
H -6.772517 4.412077 3.149001 -0.36 -0.03 0.52 0.099
H -5.676100 3.926132 4.536908 -0.40 -0.04 0.11 0.087
H -4.353843 6.026404 5.000881 -0.08 -0.18 0.40 0.101
H -6.047613 6.421350 4.539264 -0.08 0.00 0.10 0.130
H -3.597112 7.416053 3.072459 0.18 0.20 -0.50 0.112
H -4.229276 8.247757 4.474347 -0.13 0.26 -0.02 0.105
H -5.755636 7.713864 2.052466 -0.36 0.42 -0.53 0.064
H -4.463532 9.733742 1.795199 0.00 0.32 -0.44 0.110
H -5.009247 10.284009 3.367172 0.19 -0.40 0.32 0.112
H -6.988670 9.856349 1.167984 -0.63 -0.10 0.10 0.118
H -6.301533 11.421340 1.601881 0.37 0.01 -0.34 0.109
H -8.101214 12.646974 2.424014 0.57 -0.34 -0.62 0.084
H -8.795756 11.987082 3.829353 0.22 -0.10 0.32 0.080
H -9.263476 11.226412 2.397737 0.04 0.27 -0.76 0.084
C -5.970353 -2.324633 -0.734828 -0.46 -2.11 0.43 -0.148
O -5.327862 -1.500270 -1.621378 -0.63 2.24 -0.41 -0.212
C -5.884939 -0.166935 -1.539316 1.30 1.14 -1.41 -0.171
C -5.138403 0.756827 -2.572695 -1.61 -1.55 0.87 -0.196
N -5.587210 0.383676 -3.900777 0.78 0.24 -1.36 -0.049
C -4.929796 1.139388 -4.998470 0.58 -0.23 0.57 -0.176
C -3.394401 1.173057 -5.008577 1.01 -1.32 -0.08 -0.191
O -2.771591 -0.149869 -5.216349 -0.88 0.93 0.40 -0.196
C -1.368808 -0.102245 -5.434067 0.03 -0.15 -0.73 -0.119
H -5.873720 -2.055070 0.316888 0.05 0.36 0.12 0.092
H -5.538269 -3.317742 -0.857940 0.27 -0.11 0.18 0.080
H -7.018161 -2.506863 -0.973531 -0.35 0.49 -0.02 0.095
H -5.734676 0.265741 -0.550223 0.03 -0.26 0.32 0.107
H -6.937218 -0.087532 -1.812275 -0.22 -0.68 0.14 0.123
H -4.085688 0.646063 -2.312633 0.36 0.32 -0.43 0.099
H -5.533873 1.763039 -2.434019 0.51 0.21 0.31 0.103
H -5.488473 -0.600392 -4.105628 0.21 -0.18 0.34 0.106
H -5.230585 2.180983 -4.885724 -0.09 0.18 -0.07 0.097
H -5.264801 0.806637 -5.980891 -0.27 -0.24 0.18 0.118
H -3.019290 1.590915 -4.074344 0.09 0.00 0.26 0.097
H -3.016594 1.823415 -5.797493 -0.22 0.20 -0.26 0.113
H -1.117637 0.427228 -6.353135 -0.11 0.68 0.00 0.082
H -0.977736 -1.085264 -5.696428 -0.46 -0.32 0.57 0.059
H -0.779582 0.283087 -4.601941 -0.17 0.17 0.23 0.075
C -2.436418 -9.516715 -5.668788 0.35 -0.22 0.89 -0.094
O -1.160613 -9.710833 -5.018801 -1.58 -0.09 -1.28 -0.203
C -0.811309 -8.620815 -4.202365 1.23 -1.11 -0.43 -0.227
C 0.675744 -8.886614 -3.932328 0.26 0.69 1.53 -0.186
N 1.193420 -7.984056 -2.894121 0.26 0.80 0.81 -0.048
C 0.997057 -8.127086 -1.399012 -0.40 0.26 -1.69 -0.166
C 1.725214 -6.989683 -0.689976 -0.29 -0.61 -0.41 -0.202
O 3.134432 -7.166050 -0.691768 0.77 0.26 -0.13 -0.231
C 3.692596 -8.242300 0.047279 -0.95 -0.27 0.69 -0.088
H -2.562841 -8.571951 -6.197503 0.64 0.24 -0.18 0.078
H -3.201280 -9.481235 -4.893022 -0.32 -0.33 0.04 0.081
H -2.619401 -10.328628 -6.372644 0.14 -0.05 0.25 0.085
H -1.384802 -8.602112 -3.275614 -0.20 0.10 0.13 0.118
H -0.962711 -7.712796 -4.786036 0.15 0.43 0.33 0.116
H 1.253094 -8.741161 -4.845352 -0.06 0.37 0.00 0.119
H 0.930016 -9.905808 -3.641294 -0.84 -0.53 -0.10 0.114
H 2.162944 -7.789567 -3.099809 0.03 0.06 0.11 0.047
H 1.271947 -9.095417 -0.980838 0.25 -0.27 -0.11 0.097
H -0.059332 -8.014484 -1.155169 -0.18 0.05 -0.18 0.102
H 1.285812 -6.824023 0.293681 0.33 -0.26 0.44 0.126
H 1.525231 -6.071047 -1.241535 0.22 0.03 -0.13 0.100
H 3.093157 -9.146692 -0.056866 -0.04 -0.11 -0.10 0.077
H 3.700335 -8.003544 1.110786 0.05 0.12 0.17 0.091
H 4.710329 -8.509679 -0.237023 -0.07 0.56 -0.44 0.081
C -2.880538 11.038395 6.623570 1.36 -0.75 -0.36 -0.113
O -3.297319 9.746572 6.985084 -1.08 -1.05 0.95 -0.199
C -2.276277 8.885609 7.498251 0.50 0.09 -1.01 -0.219
C -2.778963 7.525225 7.895204 -2.41 -0.21 -0.22 -0.237
N -1.781234 6.583350 8.371652 -0.41 1.09 -0.37 -0.069
C -2.262348 5.223049 8.507317 0.76 -1.04 -0.79 -0.180
C -2.264075 4.394598 7.148119 1.60 1.81 1.86 -0.233
O -3.128934 3.320746 7.209532 0.28 0.13 0.10 -0.150
C -3.025818 2.614105 6.008539 -1.90 -0.46 -0.49 -0.117
H -2.151091 11.347892 7.372061 -0.18 0.78 0.08 0.083
H -3.687618 11.743243 6.423795 -0.24 -0.34 0.63 0.090
H -2.339791 10.953000 5.681022 0.30 0.17 -0.29 0.080
H -1.768902 9.264031 8.385636 0.13 0.72 -0.02 0.122
H -1.557071 8.730337 6.694050 0.51 0.14 0.02 0.124
H -3.419641 7.093530 7.126266 0.56 -0.19 -0.70 0.107
H -3.565731 7.671142 8.635341 -0.08 0.22 0.69 0.121
H -1.624951 6.891336 9.320765 0.64 -0.03 0.12 0.106
H -3.212752 5.101667 9.027027 -0.41 0.15 -0.14 0.115
H -1.484379 4.848848 9.172785 -0.27 -0.90 -0.02 0.113
H -1.237697 4.065544 6.985695 0.37 -0.44 0.24 0.108
H -2.351308 5.066016 6.293900 -1.04 0.23 -0.25 0.107
H -3.412368 3.248281 5.210724 0.34 0.26 -0.47 0.075
H -3.775593 1.826827 6.086875 0.41 -0.43 -0.01 0.084
H -2.044661 2.228458 5.731576 0.23 0.04 0.35 0.075
C 10.605317 -2.992962 4.675455 0.82 -0.54 -0.22 -0.131
O 9.575779 -2.682363 3.812619 -2.35 0.44 0.05 -0.198
C 9.857287 -2.869874 2.462639 -0.27 0.38 -1.76 -0.221
C 8.727609 -2.297495 1.454641 1.11 -1.79 2.31 -0.161
N 7.473951 -3.033853 1.688031 0.45 -0.35 -0.49 -0.069
C 6.382076 -2.706399 0.735167 1.31 1.37 1.29 -0.171
C 6.026922 -1.218001 0.938634 -2.00 -0.48 -1.82 -0.231
O 6.945939 -0.242227 0.482904 0.53 -1.05 0.15 -0.192
C 6.860811 0.918853 1.244749 -0.20 0.04 0.65 -0.119
H 11.307552 -2.159321 4.677814 0.38 -0.05 0.34 0.090
H 11.093205 -3.897974 4.313511 0.47 -0.13 0.00 0.084
H 10.264117 -3.246925 5.679047 -0.34 0.45 -0.06 0.090
H 10.055346 -3.919650 2.246210 -0.24 -0.36 0.02 0.112
H 10.790382 -2.352800 2.238895 0.24 0.32 -0.28 0.109
H 9.055087 -2.557462 0.448035 0.20 0.65 -0.04 0.119
H 8.677980 -1.241455 1.719999 -0.06 0.15 -0.69 0.101
H 7.248606 -2.809869 2.646756 -0.70 -0.18 0.06 0.096
H 5.495588 -3.313873 0.917402 -0.01 0.07 0.37 0.102
H 6.686673 -2.975864 -0.276123 0.28 0.33 -0.07 0.110
H 5.627645 -1.110027 1.947109 0.82 0.32 0.58 0.120
H 5.134117 -0.995201 0.354370 -0.59 -0.22 -0.29 0.111
H 7.534487 1.666218 0.825576 -0.30 -0.06 0.12 0.078
H 7.084411 0.688564 2.286421 0.61 0.09 0.31 0.085
H 5.827429 1.256545 1.323371 -0.22 0.52 -0.52 0.087
C -1.404687 -4.785716 -1.308513 0.22 -1.16 0.11 -0.048
C -2.675413 -4.049566 -0.921292 0.20 -0.78 1.01 -0.395
C -2.686950 -3.820592 0.619352 0.75 1.29 0.38 -0.200
O -2.383195 -4.941409 1.419624 0.21 -1.09 -0.51 -0.184
C -2.255182 -4.649597 2.809664 -0.57 -0.01 -0.21 -0.097
N -2.700265 -2.823665 -1.679977 -0.48 0.69 -0.05 0.062
H -0.534351 -4.520471 -0.708296 -0.19 0.22 0.35 0.068
H -1.063211 -4.649867 -2.334695 -0.51 0.16 -0.23 0.067
H -1.557152 -5.855984 -1.169324 0.14 -0.10 0.04 0.077
H -3.594339 -4.599080 -1.125528 0.14 -0.74 -0.24 0.127
H -3.593529 -3.330313 0.974081 -0.74 -0.23 -0.17 0.110
H -1.949080 -3.049974 0.842524 0.53 0.26 -0.23 0.095
H -3.228103 -4.293430 3.148298 0.22 0.75 0.29 0.078
H -1.407483 -3.997846 3.021177 -0.34 0.50 -0.12 0.064
H -2.087651 -5.522098 3.441145 0.08 -0.58 -0.72 0.085
H -2.603458 -3.061496 -2.656784 0.44 -0.09 -0.24 0.099
H -3.628012 -2.424454 -1.675936 -0.12 0.48 0.33 0.045
C 6.446505 -6.860357 -2.105851 0.45 0.41 -0.46 -0.047
C 5.504628 -6.593519 -3.313301 0.48 0.82 0.16 -0.394
C 6.245917 -6.706990 -4.696330 -0.74 -0.58 1.92 -0.213
O 7.342292 -5.839601 -4.726807 0.02 0.53 -1.01 -0.185
C 7.868793 -5.757045 -6.053150 -0.08 -0.77 0.25 -0.105
N 4.365890 -7.493596 -3.320637 0.53 -0.70 -0.34 0.046
H 6.001618 -6.714212 -1.121572 -0.58 -0.09 -0.19 0.062
H 7.297360 -6.179446 -2.083194 0.11 0.07 -0.36 0.071
H 6.864927 -7.866327 -2.138228 -0.05 -0.21 -0.10 0.078
H 5.073521 -5.604108 -3.160609 0.25 0.37 -0.35 0.114
H 5.567784 -6.644275 -5.547397 -0.26 0.75 0.00 0.122
H 6.554335 -7.751830 -4.732024 0.56 -0.42 -0.07 0.118
H 8.112468 -6.763910 -6.392183 0.57 -0.23 0.08 0.083
H 8.750677 -5.116641 -6.069497 -0.20 -0.04 0.11 0.093
H 7.137252 -5.461586 -6.805254 -0.30 0.66 0.22 0.076
H 3.938840 -7.455108 -2.406169 -0.22 0.40 0.31 0.025
H 4.832158 -8.388844 -3.285737 -0.32 -0.84 -0.34 0.075
C 2.962186 1.042185 -4.313138 -0.01 -0.73 -1.46 -0.045
C 3.241084 -0.302852 -5.019504 -0.16 -0.35 1.28 -0.400
C 4.571883 -0.880143 -4.658602 1.11 0.58 -0.34 -0.220
O 4.835096 -1.967996 -5.535456 -0.22 0.36 0.82 -0.190
C 5.997602 -2.723286 -5.234821 -0.79 -0.02 -0.85 -0.089
N 2.215194 -1.281322 -4.636902 -0.44 0.36 -0.72 0.067
H 3.705415 1.780418 -4.614312 0.31 -0.05 0.41 0.074
H 2.882576 0.909794 -3.234145 0.03 0.15 -0.08 0.076
H 2.042406 1.414529 -4.764223 -0.34 0.02 0.50 0.081
H 3.299714 -0.185749 -6.101610 -0.56 0.14 -0.16 0.136
H 4.601149 -1.136838 -3.599667 0.00 -0.41 0.19 0.124
H 5.328098 -0.113034 -4.825275 0.45 0.17 0.03 0.125
H 5.951967 -3.416292 -6.074914 0.67 -0.47 0.39 0.084
H 5.937246 -3.229235 -4.271248 -0.07 -0.13 0.05 0.075
H 6.919555 -2.143456 -5.278646 0.05 0.24 -0.01 0.091
H 2.119990 -1.370620 -3.635367 0.23 0.31 0.24 0.046
H 2.517463 -2.197424 -4.936073 0.03 -0.11 -0.22 0.048
C -5.621325 4.064040 -0.287992 -1.23 -0.08 0.21 -0.038
C -4.659582 5.218432 -0.410874 0.99 -0.34 -1.15 -0.418
C -4.582626 5.776289 -1.867766 -0.67 -0.83 0.65 -0.170
O -4.361241 4.706536 -2.802512 0.71 0.36 0.59 -0.195
C -4.387150 5.143379 -4.133061 -0.18 0.58 -0.67 -0.126
N -4.951310 6.293911 0.520272 -0.88 0.10 -0.52 0.050
H -5.683638 3.622867 0.706787 0.29 0.27 0.25 0.054
H -5.498538 3.206095 -0.949005 0.52 0.43 -0.27 0.051
H -6.618843 4.455682 -0.487190 -0.27 -0.01 -0.05 0.092
H -3.662870 4.853235 -0.163296 0.40 -0.36 -0.32 0.124
H -3.826275 6.559535 -1.817126 0.54 -0.07 -0.65 0.119
H -5.507601 6.265960 -2.172324 -0.34 0.12 0.32 0.121
H -5.356622 5.564907 -4.398668 -0.36 0.02 0.08 0.087
H -4.183809 4.359661 -4.862806 0.01 -0.45 0.52 0.073
H -3.668976 5.928991 -4.367886 0.35 0.18 0.35 0.086
H -4.175578 6.937885 0.580456 0.19 0.01 -0.01 0.078
H -5.067149 5.868753 1.429077 0.13 0.10 0.31 0.032
C 0.459068 -3.242042 -8.985710 0.41 -1.79 0.16 -0.066
C 0.381756 -2.900532 -7.495784 -1.03 1.01 -0.84 -0.432
C 0.912715 -3.948872 -6.566841 1.34 -1.98 -1.27 -0.260
O 0.682325 -3.746845 -5.242279 -1.86 1.27 2.60 -0.183
C 1.367987 -4.568718 -4.315818 1.16 0.12 -1.13 -0.080
N 1.015052 -1.591787 -7.338977 -0.28 -0.30 0.22 0.056
H 0.002554 -2.540545 -9.683983 0.17 0.25 0.45 0.081
H 0.040536 -4.225773 -9.198293 -0.67 -0.06 0.17 0.070
H 1.485382 -3.476126 -9.268515 0.43 0.70 -0.10 0.074
H -0.679829 -2.814530 -7.263924 -0.26 0.32 0.15 0.130
H 1.984150 -4.017401 -6.755082 0.64 -0.04 -0.07 0.132
H 0.521203 -4.944323 -6.776336 -0.25 -0.31 -0.74 0.128
H 1.501995 -5.581861 -4.694863 0.01 -0.16 -0.11 0.087
H 0.972528 -4.674959 -3.305654 -0.81 0.50 -0.37 0.055
H 2.343476 -4.092893 -4.215270 0.49 -0.41 0.23 0.071
H 1.927266 -1.634681 -7.770399 0.25 0.01 -0.23 0.066
H 1.200763 -1.484580 -6.352003 -0.02 0.52 0.47 0.008
C 1.532344 -0.575752 2.163931 -0.32 0.56 0.60 -0.037
C 0.541332 -0.699309 3.334128 0.00 0.43 0.02 -0.398
C 0.092575 0.617886 4.039665 2.90 -0.91 -0.62 -0.138
O 1.364792 1.193423 4.550757 -1.66 0.08 -0.54 -0.200
C 1.115542 2.339678 5.360035 -0.26 -0.29 -0.96 -0.120
N -0.665544 -1.410883 2.934662 0.28 -0.74 0.62 0.056
H 1.792738 -1.534964 1.716489 -0.21 -0.30 0.28 0.065
H 2.455198 -0.170475 2.578867 0.05 0.43 -0.45 0.073
H 1.072502 -0.000528 1.360329 0.30 0.37 -0.01 0.067
H 1.110754 -1.207639 4.112249 -0.32 -0.55 0.23 0.128
H -0.556654 0.329064 4.866210 -0.19 0.26 0.11 0.104
H -0.395888 1.229112 3.280783 -0.05 0.57 0.28 0.118
H 0.529638 3.074527 4.807926 -0.48 0.03 -0.10 0.077
H 2.039870 2.886729 5.545667 0.17 -0.59 0.50 0.087
H 0.550626 1.998624 6.227587 0.23 0.45 0.47 0.079
H -1.365912 -0.792008 2.551809 0.14 0.30 -0.24 0.046
H -0.406793 -2.026231 2.176712 -0.19 -0.17 -0.14 0.054
C -4.532675 -1.406959 5.011973 0.46 -0.96 1.25 -0.048
C -3.149195 -1.372080 5.743863 -1.63 2.91 -0.01 -0.443
C -3.226963 -1.228202 7.307979 -0.15 -1.39 -1.63 -0.215
O -4.047182 -0.190375 7.715236 -1.02 0.89 -0.92 -0.200
C -4.156903 0.009279 9.105927 1.11 -1.09 -0.18 -0.087
N -2.327668 -2.438882 5.306460 0.93 -1.13 0.93 0.056
H -5.065400 -2.279649 5.389763 -0.20 -0.12 0.29 0.071
H -4.434639 -1.660912 3.956508 0.26 0.54 -0.06 0.049
H -5.159350 -0.541223 5.226172 0.18 0.13 -0.29 0.071
H -2.703731 -0.403961 5.514930 0.19 0.40 -0.62 0.092
H -2.196900 -1.077914 7.631229 0.22 -0.14 0.38 0.125
H -3.614933 -2.209566 7.580925 0.00 -0.23 0.96 0.126
H -4.327442 -0.968854 9.555672 -0.51 -0.03 0.40 0.083
H -4.929169 0.733222 9.365965 0.15 -0.10 -0.32 0.095
H -3.166260 0.295124 9.459514 0.00 0.53 0.40 0.085
H -1.661847 -2.607500 6.046966 0.10 -0.58 0.53 0.072
H -1.678887 -2.132401 4.595649 -0.19 0.22 -1.02 0.024